Entry w
The following is a DFT calculation (wB97M-V/def2-TZVPD) of an isolated molecule of C10H8N2O.

```
! RIJCOSX wB97M-V def2-TZVPD def2/J DEFGRID3
* xyz 0 1
C -2.277 0.011 -0.750
C -1.000 0.644 -0.326
C -0.972 1.993 -0.122
C 0.290 2.594 0.170
C 1.430 0.611 0.061
C 2.648 -0.071 0.203
C 2.674 -1.442 0.072
C 1.490 -2.145 -0.287
C 0.305 -1.493 -0.416
C 0.227 -0.094 -0.208
H -2.965 -1.906 1.457
H -2.779 0.290 -1.672
H -1.871 2.584 -0.189
H 0.356 3.668 0.283
H 3.550 0.522 0.438
H 3.614 -2.021 0.220
H 1.544 -3.209 -0.374
H -0.560 -2.113 -0.711
N -2.970 -0.844 -0.084
N 1.457 1.970 0.243
O -2.399 -1.169 1.130
*
```

Values from the calculation:
SMILES string = O/N=C\c1ccnc2ccccc12
orbital gap = 8.91 eV

=====

Entry x
The following is a DFT calculation (wB97M-V/def2-TZVPD) of an isolated molecule of C10H8N2O.

```
! RIJCOSX wB97M-V def2-TZVPD def2/J DEFGRID3
* xyz 0 1
C 3.107 0.312 -0.293
C 1.860 2.067 0.081
C 1.877 -0.222 0.003
C -1.275 -2.078 0.213
C -2.257 -1.159 -0.080
C 1.393 -1.610 0.186
C 0.056 -1.835 0.132
C -0.198 0.625 0.479
C -2.041 0.198 -0.633
C -1.453 1.236 0.384
N 3.046 1.723 -0.293
N 1.047 0.835 0.265
O 2.189 -2.543 0.310
H 3.928 -0.117 -0.641
H 1.426 3.024 0.259
H -1.576 -2.998 0.549
H -3.261 -1.467 0.288
H -1.296 0.114 -1.484
H -3.017 0.564 -1.111
H -2.173 1.077 1.229
H -1.383 2.256 0.155
*
```

Values from the calculation:
orbital gap (spin up / spin down) = 6.52 / 6.52 eV

=====

Stability summary - winner: entry w; margin: 625.4 kJ/mol.

=====

Entry w
The following is a DFT calculation (wB97M-V/def2-TZVPD) of a cluster of 2 separate species, CF3NO2 in total.

```
! RIJCOSX wB97M-V def2-TZVPD def2/J DEFGRID3
* xyz 0 1
C 1.757 0.021 0.164
N -2.306 0.023 -0.232
O -2.805 -1.011 0.107
O -2.228 1.105 0.216
F 2.492 -1.062 0.560
F 2.615 1.045 0.094
F 1.183 -0.181 -0.995
*
```

Values from the calculation:
orbital gap (spin up / spin down) = 9.06 / 9.30 eV

=====

Entry x
The following is a DFT calculation (wB97M-V/def2-TZVPD) of a cluster of 2 separate species, CF3NO2 in total.

```
! RIJCOSX wB97M-V def2-TZVPD def2/J DEFGRID3
* xyz 0 1
C -0.439 0.396 0.342
N 0.258 -0.044 -0.865
O 1.277 0.546 -1.104
O -0.282 -0.916 -1.487
F 0.858 -1.395 1.512
F -1.630 -0.010 0.604
F -0.041 1.423 0.997
*
```

Values from the calculation:
orbital gap (spin up / spin down) = 7.48 / 7.46 eV

=====

Stability summary - winner: entry w; margin: 213.9 kJ/mol.